DFT (wB97M-V/def2-TZVPD) results for C39H37AsIN3O3RbSi as an isolated structure.

Calculated values
Lowest unoccupied orbital energy (eV): 2.0
E (eV): -129134.052
M (g/mol): 911.12
Maximum force (eV Å⁻¹): 0.49
E_HOMO (eV): -4.0

```
! RIJCOSX wB97M-V def2-TZVPD def2/J DEFGRID3
* xyz -1 1
Rb -1.059 -2.012 0.744
C -4.579 -3.872 -0.088
C -3.864 -3.728 -1.410
C -4.483 -4.151 -2.581
C -3.784 -3.971 -3.775
C -2.528 -3.417 -3.762
C -1.912 -3.037 -2.527
N -2.642 -3.195 -1.379
N -0.673 -2.524 -2.413
Si 0.430 -2.473 -3.710
C 0.842 -4.156 -4.488
C 2.086 -1.860 -3.049
C -0.018 -1.269 -5.104
H -5.618 -3.548 -0.176
H -4.098 -3.277 0.686
H -4.590 -4.920 0.225
H -5.477 -4.578 -2.557
H -4.230 -4.260 -4.721
H -2.004 -3.261 -4.698
H 1.222 -4.819 -3.704
H 1.628 -4.052 -5.244
H -0.013 -4.650 -4.955
H 2.367 -2.406 -2.142
H 2.069 -0.794 -2.808
H 2.884 -2.003 -3.787
H -0.940 -1.541 -5.625
H 0.784 -1.200 -5.847
H -0.158 -0.271 -4.675
C 5.385 1.651 -3.709
C 5.699 0.503 -2.998
C 4.914 0.122 -1.915
C 3.821 0.886 -1.528
C 3.515 2.041 -2.245
C 4.289 2.419 -3.331
As 2.789 0.285 0.032
C 3.073 1.897 1.094
C 4.181 2.195 1.871
C 4.202 3.359 2.630
C 3.106 4.213 2.617
C 1.994 3.919 1.841
C 1.973 2.762 1.068
C 0.848 2.299 0.232
C -0.360 2.971 0.059
C -1.359 2.407 -0.723
C -1.163 1.169 -1.326
C 0.039 0.493 -1.161
C 1.045 1.059 -0.388
H 5.985 1.943 -4.562
H 6.547 -0.105 -3.290
H 5.147 -0.791 -1.378
H 2.661 2.644 -1.957
H 4.039 3.316 -3.885
H 5.028 1.518 1.897
H 5.064 3.593 3.241
H 3.113 5.108 3.227
H 1.139 4.585 1.855
H -0.535 3.923 0.546
H -2.301 2.927 -0.850
H -1.949 0.715 -1.919
H 0.145 -0.484 -1.623
I -0.724 2.789 5.200
C 0.431 1.195 4.520
C 1.184 0.429 5.388
C 1.914 -0.624 4.861
C 1.867 -0.847 3.495
N 1.136 -0.115 2.661
C 0.412 0.876 3.170
H 1.192 0.643 6.448
H 2.515 -1.258 5.500
H 2.448 -1.647 3.047
H -0.196 1.445 2.477
O -4.158 -0.326 5.317
C -4.032 0.684 4.404
C -4.599 1.935 4.619
C -4.451 2.946 3.677
C -3.735 2.701 2.517
C -3.175 1.445 2.313
C -3.309 0.425 3.245
C -2.663 -0.931 2.973
O -3.318 -1.713 2.249
O -1.515 -1.110 3.435
H -4.659 -0.003 6.071
H -5.159 2.116 5.533
H -4.896 3.917 3.856
H -3.610 3.479 1.772
H -2.620 1.251 1.402
*
```


DFT (wB97M-V/def2-TZVPD) results for one molecule with the formula C3H2FOP.

Calculated values
Relative energy (zero: lowest compared OMol25 entry of this formula, charge and spin) (kJ/mol): 149.7
Lowest unoccupied orbital energy (eV): -0.8
E (eV): -17193.175
M (g/mol): 104.02
Maximum force (eV Å⁻¹): 4.03
E_HOMO (eV): -8.4
SMILES: O=C=CC#[PH]F

```
! RIJCOSX wB97M-V def2-TZVPD def2/J DEFGRID3
* xyz 0 1
O -0.583 3.539 1.458
C -0.453 2.423 1.197
C -0.238 1.144 0.873
C -1.056 0.035 0.895
P -0.366 -1.626 0.650
F -1.850 -2.221 0.929
H 0.741 1.149 0.634
H -0.392 -1.386 -0.891
*
```


DFT (wB97M-V/def2-TZVPD) results for C25H38AsN4PdSi2 as an isolated structure.

Calculated values
Relative energy (zero: lowest compared OMol25 entry of this formula, charge and spin) (kJ/mol): 273.5
Lowest unoccupied orbital energy (spin up / spin down) (eV): -7.7 / -11.7
E (eV): -112550.942
M (g/mol): 632.12
Maximum force (eV Å⁻¹): 0.58
E_HOMO (spin up / spin down) (eV): -16.5 / -17.6

```
! RIJCOSX wB97M-V def2-TZVPD def2/J DEFGRID3
* xyz 3 5
Pd 0.522 -0.237 -0.645
C 0.987 -3.042 0.234
C 2.023 -2.696 1.294
C 2.801 -1.402 1.245
C 4.069 -1.390 1.828
C 4.741 -0.197 2.008
C 4.114 0.980 1.615
C 2.881 0.888 1.012
N 2.236 -0.271 0.797
N -0.236 -2.194 0.181
C -0.878 -1.965 1.499
C -0.821 -0.535 1.981
C -1.126 -0.231 3.301
C -1.196 1.093 3.696
C -0.957 2.088 2.758
C -0.637 1.712 1.470
N -0.575 0.432 1.085
C -1.194 -2.804 -0.777
C -1.089 -2.286 -2.189
C -1.512 -3.065 -3.256
C -1.588 -2.502 -4.516
C -1.237 -1.167 -4.672
C -0.795 -0.470 -3.568
N -0.711 -1.008 -2.342
H 0.678 -4.078 0.410
H 1.430 -3.015 -0.768
H 2.743 -3.516 1.297
H 1.564 -2.740 2.287
H 4.502 -2.322 2.165
H 5.719 -0.179 2.470
H 4.571 1.945 1.776
H 2.360 1.785 0.697
H -0.484 -2.642 2.259
H -1.938 -2.213 1.417
H -1.320 -1.029 4.005
H -1.439 1.346 4.719
H -1.009 3.135 3.021
H -0.420 2.449 0.707
H -2.209 -2.576 -0.450
H -1.099 -3.893 -0.765
H -1.797 -4.095 -3.091
H -1.925 -3.086 -5.361
H -1.302 -0.678 -5.633
H -0.503 0.571 -3.656
C 0.478 4.353 -4.528
Si 0.221 4.137 -2.704
C 1.154 5.296 -1.586
C -1.485 3.598 -2.158
As 1.298 1.822 -1.906
Si 3.299 1.724 -3.619
C 2.544 1.520 -5.306
C 3.867 0.141 -2.798
C 4.312 3.249 -3.291
H 0.019 5.308 -4.805
H -0.014 3.584 -5.122
H 1.529 4.426 -4.807
H 0.832 6.315 -1.831
H 2.232 5.262 -1.748
H 0.945 5.138 -0.528
H -2.003 4.497 -1.804
H -1.512 2.884 -1.335
H -2.057 3.186 -2.990
H 1.984 0.590 -5.403
H 3.370 1.479 -6.025
H 1.915 2.354 -5.607
H 3.115 -0.651 -2.819
H 4.233 0.279 -1.781
H 4.708 -0.209 -3.411
H 3.835 4.159 -3.655
H 5.256 3.151 -3.839
H 4.561 3.372 -2.237
*
```


DFT (wB97M-V/def2-TZVPD) results for C19H22NO as an isolated structure.

Calculated values
Relative energy (zero: lowest compared OMol25 entry of this formula, charge and spin) (kJ/mol): 158.9
Lowest unoccupied orbital energy (eV): -5.6
E (eV): -23589.323
M (g/mol): 280.39
Maximum force (eV Å⁻¹): 6.62
E_HOMO (eV): -12.3

```
! RIJCOSX wB97M-V def2-TZVPD def2/J DEFGRID3
* xyz 1 1
C 0.097 -4.617 -3.965
C 0.743 -3.379 -4.078
C 0.788 -2.506 -2.992
C 0.172 -2.844 -1.764
C 0.146 -1.910 -0.650
O -0.495 -2.423 0.440
C -0.506 -1.713 1.626
C 0.021 -0.416 1.707
C 0.173 0.118 3.006
C -0.277 -0.582 4.121
C -0.853 -1.853 3.989
C -0.965 -2.425 2.729
C 0.509 0.263 0.501
C 0.657 -0.637 -0.627
C -0.433 -4.117 -1.648
C -0.477 -4.983 -2.737
H 0.045 -5.293 -4.820
H 1.210 -3.088 -5.019
H 1.293 -1.544 -3.063
H 0.655 1.093 3.116
H -0.190 -0.137 5.115
H -1.215 -2.398 4.860
H -1.390 -3.413 2.576
H 1.447 0.797 0.713
H 1.150 -0.281 -1.529
H -0.878 -4.428 -0.705
H -0.967 -5.950 -2.628
C -1.068 4.640 -0.344
C -0.088 3.539 0.067
C 1.093 3.550 -0.896
C 0.406 3.857 1.482
N -0.806 2.236 -0.047
H -1.912 4.705 0.355
H -0.567 5.618 -0.360
H -1.470 4.444 -1.344
H 1.829 2.779 -0.643
H 0.744 3.375 -1.920
H 1.600 4.523 -0.870
H 1.073 3.067 1.852
H 0.958 4.809 1.486
H -0.444 3.949 2.172
H -0.239 1.354 0.104
H -1.569 2.222 0.628
*
```


DFT (wB97M-V/def2-TZVPD) results for a 2-piece molecular cluster, CH3NO4P overall.

Calculated values
Relative energy (zero: lowest compared OMol25 entry of this formula, charge and spin) (kJ/mol): 136.3
Lowest unoccupied orbital energy (eV): 3.9
E (eV): -20056.944
M (g/mol): 124.01
Maximum force (eV Å⁻¹): 3.14
E_HOMO (eV): -3.6

```
! RIJCOSX wB97M-V def2-TZVPD def2/J DEFGRID3
* xyz -1 1
C -1.953 0.273 0.235
N 0.882 0.301 -1.142
O -2.420 -0.606 -0.343
O -1.801 1.350 0.696
O -0.296 -0.622 1.055
O 2.320 -0.342 0.635
P 0.950 0.582 0.392
H 0.128 0.867 -1.548
H -0.278 -1.132 0.245
H 2.469 -0.671 -0.225
*
```


DFT (wB97M-V/def2-TZVPD) results for one molecule with the formula C6H13BBrO8PS.

Calculated values
Lowest unoccupied orbital energy (eV): -0.2
E (eV): -113658.596
M (g/mol): 366.92
Maximum force (eV Å⁻¹): 2.19
E_HOMO (eV): -10.4
SMILES: CC[C@H](Br)[C@@]1(B(C)O)OS(=O)(=O)O[C@@H]1P(=O)(O)O

```
! RIJCOSX wB97M-V def2-TZVPD def2/J DEFGRID3
* xyz 0 1
C 2.132 2.865 -0.265
C 1.540 1.493 -0.607
C 1.171 0.743 0.668
Br 2.806 -0.033 1.408
C 0.096 -0.376 0.550
B 0.816 -1.703 -0.085
C 1.494 -1.740 -1.498
O 0.753 -2.845 0.669
O -0.224 -0.687 1.931
S -1.593 -0.043 2.423
O -2.508 -1.104 2.637
O -1.437 0.905 3.463
O -1.883 0.754 1.068
C -1.170 0.143 -0.076
P -2.317 -1.059 -0.896
O -1.637 -2.232 -1.421
O -2.939 -0.174 -2.086
O -3.529 -1.414 0.055
H 2.988 2.773 0.397
H 2.400 3.394 -1.176
H 1.393 3.483 0.244
H 0.676 1.680 -1.242
H 2.275 0.955 -1.194
H 0.814 1.463 1.402
H 1.762 -2.773 -1.707
H 0.782 -1.436 -2.267
H 2.411 -1.161 -1.565
H 1.403 -2.870 1.374
H -1.085 0.993 -0.740
H -3.367 0.632 -1.776
H -4.022 -0.628 0.310
*
```


DFT (wB97M-V/def2-TZVPD) results for a 3-piece molecular cluster, C4H18N2O2 overall.

Calculated values
Relative energy (zero: lowest compared OMol25 entry of this formula, charge and spin) (kJ/mol): 79.4
Lowest unoccupied orbital energy (eV): -6.3
E (eV): -11499.250
M (g/mol): 126.20
Maximum force (eV Å⁻¹): 3.30
E_HOMO (eV): -18.3

```
! RIJCOSX wB97M-V def2-TZVPD def2/J DEFGRID3
* xyz 2 1
C 0.201 -2.220 -1.696
C 0.075 -0.704 -1.775
C -0.641 -0.038 -0.574
C -0.659 -0.800 0.732
N -0.194 0.108 1.944
N -0.778 -0.413 -3.004
H -0.732 -2.723 -1.958
H 0.882 -2.503 -2.509
H 0.631 -2.654 -0.803
H 1.012 -0.191 -1.976
H -1.672 0.303 -0.746
H -0.237 0.963 -0.366
H -1.632 -1.082 1.131
H -0.020 -1.651 0.940
H -0.830 0.304 2.723
H 0.553 -0.381 2.438
H 0.163 1.015 1.637
H -1.577 -1.058 -3.083
H -0.251 -0.521 -3.874
H -1.274 0.480 -2.939
H 2.881 -0.045 3.323
H 3.141 0.941 2.111
O 2.468 0.491 2.633
H -0.244 3.544 1.531
H -1.197 3.368 0.412
O -0.755 2.845 1.088
*
```


DFT (wB97M-V/def2-TZVPD) results for C7H28N14O7Tl as an isolated structure.

Calculated values
Relative energy (zero: lowest compared OMol25 entry of this formula, charge and spin) (kJ/mol): 97.7
Lowest unoccupied orbital energy (eV): -13.6
E (eV): -47578.697
M (g/mol): 624.78
Maximum force (eV Å⁻¹): 3.10
E_HOMO (eV): -17.5

```
! RIJCOSX wB97M-V def2-TZVPD def2/J DEFGRID3
* xyz 3 1
Tl 6.434 -2.015 2.449
C 5.531 -4.512 -0.552
O 6.249 -3.910 0.281
N 4.325 -4.040 -0.945
N 5.864 -5.718 -1.064
H 3.897 -4.416 -1.771
H 4.157 -3.130 -0.551
H 6.808 -5.965 -0.810
H 5.150 -6.393 -1.270
C 7.718 0.428 5.428
O 6.957 -0.340 4.787
N 8.756 1.053 4.862
N 7.385 0.767 6.684
H 9.292 1.635 5.487
H 8.902 1.014 3.865
H 6.536 0.420 7.097
H 7.713 1.636 7.075
C 10.053 -0.424 1.885
O 8.893 -0.505 2.393
N 11.130 -0.660 2.631
N 10.221 0.004 0.619
H 12.064 -0.442 2.331
H 10.875 -0.956 3.560
H 11.144 -0.038 0.216
H 9.448 -0.114 -0.014
C 9.746 -4.230 1.594
O 8.734 -3.547 1.860
N 10.076 -4.759 0.420
N 10.637 -4.418 2.613
H 9.429 -4.567 -0.329
H 10.961 -5.185 0.215
H 10.451 -4.033 3.520
H 11.577 -4.689 2.377
C 4.326 -2.168 5.859
O 4.549 -1.986 4.639
N 3.166 -1.790 6.396
N 5.249 -2.636 6.726
H 2.408 -1.503 5.797
H 3.013 -1.687 7.384
H 4.953 -3.161 7.531
H 6.230 -2.525 6.546
C 8.586 -3.348 5.608
O 8.217 -2.674 4.641
N 7.812 -4.314 6.214
N 9.782 -3.165 6.238
H 8.161 -4.901 6.952
H 7.076 -4.734 5.669
H 10.337 -2.358 6.029
H 9.904 -3.857 6.953
C 5.391 1.633 1.334
O 5.868 0.735 2.074
N 5.862 2.896 1.333
N 4.130 1.513 0.830
H 5.268 3.580 0.909
H 6.733 3.095 1.793
H 3.654 0.634 0.901
H 3.692 2.302 0.394
*
```